# 1
Computed, not measured: C24H29AuClN4P as an isolated structure at a distorted geometry, with wB97M-V/def2-TZVPD.

Properties
HOMO (spin up / spin down) = -14.524 / -14.853 eV
Spin multiplicity = 3
E_tot = -2087.49682 Ha
Total charge = +2
Energy above the lowest of the compared OMol25 structures with the same formula, charge and spin = 84.58 kJ/mol
Frontier orbital gap (spin up / spin down) = 8.6 / 4.1 eV

Positions of all 60 atoms, in Å:
Au (0.080, 1.068, 0.029)
Cl (-1.048, -1.004, -0.112)
P (2.224, 1.251, -0.885)
C (3.236, 1.879, 0.470)
C (3.619, 3.229, 0.561)
C (4.255, 3.688, 1.719)
C (4.460, 2.829, 2.803)
C (4.055, 1.492, 2.724)
C (3.470, 1.013, 1.556)
C (3.075, -0.214, -1.496)
C (2.354, -1.099, -2.321)
C (3.026, -2.132, -2.974)
C (4.395, -2.330, -2.758)
C (5.095, -1.492, -1.885)
C (4.445, -0.430, -1.259)
C (2.087, 2.444, -2.237)
C (0.810, 2.874, -2.638)
C (0.676, 3.870, -3.602)
C (1.808, 4.348, -4.269)
C (3.077, 3.869, -3.925)
C (3.225, 2.920, -2.910)
H (1.277, -0.961, -2.438)
H (2.482, -2.781, -3.659)
H (4.919, -3.130, -3.285)
H (6.156, -1.659, -1.698)
H (5.000, 0.240, -0.599)
H (3.423, 3.912, -0.270)
H (4.591, 4.726, 1.779)
H (4.939, 3.201, 3.712)
H (4.201, 0.818, 3.570)
H (3.172, -0.036, 1.482)
H (-0.070, 2.427, -2.164)
H (-0.312, 4.271, -3.836)
H (1.689, 5.089, -5.061)
H (3.959, 4.238, -4.449)
H (4.213, 2.540, -2.649)
H (0.610, 2.706, 0.281)
H (-0.188, 2.804, -0.107)
C (-0.586, 0.316, 3.037)
N (-0.809, 1.465, 2.111)
C (-0.291, 2.689, 2.792)
N (-0.987, 2.926, 4.071)
C (-0.781, 1.743, 4.941)
N (-1.298, 0.510, 4.317)
C (-2.740, 0.696, 4.062)
N (-2.994, 1.845, 3.170)
C (-2.276, 1.637, 1.899)
C (-2.440, 3.064, 3.797)
H (0.487, 0.241, 3.266)
H (-0.933, -0.605, 2.553)
H (-0.461, 3.566, 2.149)
H (0.785, 2.551, 2.994)
H (-1.306, 1.917, 5.890)
H (0.297, 1.628, 5.119)
H (-3.135, -0.214, 3.589)
H (-3.243, 0.883, 5.023)
H (-2.462, 2.527, 1.281)
H (-2.649, 0.739, 1.387)
H (-2.956, 3.250, 4.749)
H (-2.593, 3.915, 3.119)

natural (NBO) atomic charge list, values in e, 6 entries: Au 0.8591; Cl -0.4840; P 1.1131; C -0.4229; C -0.2196; C -0.1329



# 2
Computed, not measured: C26H24N5O3V as an isolated structure at a distorted geometry, with wB97M-V/def2-TZVPD.

Properties
HOMO (spin up / spin down) = -13.823 / -13.821 eV
Spin multiplicity = 3
E_tot = -2448.21443 Ha
Total charge = +2
Energy above the lowest of the compared OMol25 structures with the same formula, charge and spin = 117.56 kJ/mol
Frontier orbital gap (spin up / spin down) = 6.6 / 6.6 eV

Positions of all 59 atoms, in Å:
V (-0.281, 0.491, -0.384)
C (-2.497, 3.874, 0.893)
C (-1.503, 2.936, 0.317)
N (-1.624, 1.641, 0.365)
N (-2.784, 1.020, 0.678)
C (-2.860, -0.055, -0.078)
O (-1.812, -0.308, -0.848)
C (-4.026, -0.915, -0.092)
C (-4.007, -2.079, -0.871)
C (-5.115, -2.903, -0.900)
C (-6.248, -2.568, -0.168)
C (-6.269, -1.415, 0.608)
C (-5.164, -0.588, 0.652)
C (-0.355, 3.324, -0.500)
C (0.088, 4.618, -0.716)
C (1.150, 4.831, -1.585)
C (1.731, 3.750, -2.234)
C (1.242, 2.484, -1.970)
N (0.232, 2.268, -1.124)
H (-3.336, 3.316, 1.299)
H (-2.865, 4.571, 0.138)
H (-2.045, 4.462, 1.695)
H (-3.126, -2.321, -1.450)
H (-5.101, -3.804, -1.498)
H (-7.120, -3.206, -0.208)
H (-7.156, -1.162, 1.172)
H (-5.162, 0.312, 1.251)
H (-0.396, 5.446, -0.216)
H (1.519, 5.832, -1.763)
H (2.544, 3.886, -2.932)
H (1.672, 1.611, -2.449)
O (6.217, -0.022, -0.221)
C (5.721, 1.134, 0.402)
C (4.230, 1.022, 0.519)
C (3.457, 2.042, 1.074)
C (2.088, 1.900, 1.115)
N (1.459, 0.804, 0.677)
C (2.210, -0.236, 0.244)
C (3.583, -0.140, 0.110)
C (1.443, -1.498, 0.139)
C (1.999, -2.758, 0.031)
C (1.196, -3.875, 0.256)
C (1.743, -5.275, 0.113)
O (0.889, -6.257, 0.632)
C (-0.136, -3.669, 0.603)
C (-0.640, -2.386, 0.618)
N (0.125, -1.320, 0.369)
H (7.174, 0.033, -0.303)
H (5.960, 2.039, -0.170)
H (6.136, 1.267, 1.409)
H (3.916, 2.940, 1.466)
H (1.461, 2.689, 1.512)
H (4.176, -0.955, -0.277)
H (3.051, -2.883, -0.192)
H (2.753, -5.329, 0.530)
H (1.832, -5.471, -0.960)
H (1.080, -6.422, 1.561)
H (-0.766, -4.517, 0.832)
H (-1.685, -2.205, 0.829)

natural (NBO) atomic charge list, values in e, 6 entries: V 1.3925; C -0.6925; C 0.3096; N -0.2765; N -0.3678; C 0.5785



# 3
Computed, not measured: C19H25IN15O3V as an isolated structure at a distorted geometry, with wB97M-V/def2-TZVPD.

Properties
HOMO (spin up / spin down) = -9.992 / -9.817 eV
Spin multiplicity = 2
E_tot = -3027.31346 Ha
Total charge = +1
Energy above the lowest of the compared OMol25 structures with the same formula, charge and spin = 155.33 kJ/mol
Frontier orbital gap (spin up / spin down) = 3.4 / 3.3 eV

Positions of all 64 atoms, in Å:
V (0.168, 0.384, 0.213)
N (-3.713, 2.821, -1.704)
N (-3.221, 1.797, -2.419)
C (-2.367, 0.594, -2.146)
O (-2.365, -0.205, -3.120)
O (-1.748, 0.459, -1.050)
H (-4.466, 3.313, -2.179)
H (-3.043, 3.411, -1.163)
H (-3.585, 1.648, -3.362)
O (-3.127, -1.641, 1.141)
C (-3.114, -2.625, 0.109)
C (-2.121, -3.778, 0.375)
C (-0.627, -3.372, 0.456)
C (0.049, -2.982, -0.824)
C (0.411, -3.968, -1.803)
C (0.986, -3.587, -3.005)
C (1.088, -2.207, -3.273)
C (0.692, -1.318, -2.269)
N (0.302, -1.684, -1.031)
H (-3.848, -1.855, 1.762)
H (-2.840, -2.117, -0.829)
H (-4.113, -3.062, -0.099)
H (-2.264, -4.559, -0.382)
H (-2.454, -4.294, 1.291)
H (-0.087, -4.219, 0.892)
H (-0.583, -2.464, 1.079)
H (0.180, -5.016, -1.559)
H (1.352, -4.337, -3.674)
H (1.439, -1.830, -4.215)
H (0.698, -0.229, -2.431)
N (1.564, -1.263, 3.292)
C (2.346, -1.271, 2.181)
N (3.422, -2.066, 2.087)
N (3.889, -1.860, 0.851)
N (3.158, -0.974, 0.235)
N (2.155, -0.526, 1.044)
C (0.270, -0.817, 3.326)
N (-0.260, -0.467, 4.544)
N (-1.357, 0.244, 4.222)
N (-1.460, 0.313, 2.928)
N (-0.484, -0.431, 2.267)
H (1.931, -1.796, 4.096)
I (0.191, 4.378, -0.631)
C (-0.790, 3.267, 1.034)
C (-1.475, 4.229, 1.790)
C (-2.342, 3.860, 2.872)
C (-2.534, 2.540, 3.082)
C (-1.957, 1.551, 2.114)
N (-0.796, 1.950, 1.323)
H (-1.213, 5.237, 1.524)
H (-2.784, 4.651, 3.465)
H (-3.033, 2.119, 3.962)
H (-2.707, 1.103, 1.427)
C (4.674, 0.988, -2.078)
N (3.904, 2.155, -1.655)
C (4.656, 3.369, -1.330)
C (2.644, 1.913, -1.351)
N (1.587, 1.453, -1.103)
H (4.423, 0.695, -3.120)
H (4.452, 0.137, -1.408)
H (5.740, 1.258, -2.057)
H (5.252, 3.644, -2.211)
H (5.322, 3.179, -0.461)
H (3.932, 4.162, -1.039)

natural (NBO) atomic charge list, values in e, 6 entries: V 1.6154; N -0.6188; N -0.4610; C 0.8759; O -0.6887; O -0.7799



# 4
Computed, not measured: one molecule with the formula C4H6N2O, with wB97M-V/def2-TZVPD.

Properties
HOMO (spin up / spin down) = -6.944 / -6.944 eV
E_tot = -340.71173 Ha
Total charge = 0
Energy above the lowest of the compared OMol25 structures with the same formula, charge and spin = 218.40 kJ/mol
Frontier orbital gap (spin up / spin down) = 7.5 / 7.5 eV

Positions of all 13 atoms, in Å:
N (-1.370, -0.589, 1.572)
C (-0.418, -0.129, 0.641)
C (-0.750, 0.547, -0.569)
O (-1.837, 1.017, -0.893)
C (0.588, 0.642, -1.317)
C (1.463, -0.333, -0.628)
N (0.813, -0.704, 0.464)
H (-2.258, -0.272, 1.185)
H (-1.277, -0.155, 2.482)
H (0.820, 1.663, -0.947)
H (0.590, 0.628, -2.407)
H (2.449, -0.698, -0.870)
H (1.186, -1.364, 1.138)

natural (NBO) atomic charge list, values in e, 6 entries: N -0.8347; C 0.0521; C 0.4575; O -0.6304; C -0.5653; C -0.0244



- energy above the lowest of the compared OMol25 structures with the same formula, charge and spin of number 3 (C19H25IN15O3V)?
  155.33 kJ/mol